Entry from the Open Molecules 2025 dataset: a cluster of 2 separate species, C4H11NO3 in total (ωB97M-V/def2-TZVPD).

The charge is -1. Its relative energy (zero: lowest compared OMol25 entry of this formula, charge and spin) is 3.049 eV. The LUMO energy (alpha / beta) is 3.5 / 1.3 eV. The spin multiplicity is 2.

The geometry in XYZ format:
```
19
Properties=species:S:1:pos:R:3:forces:R:3:mulliken_spin:R:1
C 0.897 -0.559 0.120 -3.947 1.757 -0.651 -0.0011
C 0.604 0.634 1.057 -0.610 -0.378 0.250 0.1473
C -0.076 0.173 2.442 1.421 -3.203 -1.615 0.0243
O 0.742 0.112 3.447 1.954 0.526 1.572 0.7630
N 0.246 -0.323 -1.272 1.380 -0.075 0.947 0.0258
C -0.228 -1.641 -1.947 -0.504 -0.367 1.096 -0.0040
O 0.043 -1.611 -3.197 0.339 -0.151 -1.369 0.0140
H 0.575 -1.426 0.710 -0.367 -0.211 -1.089 0.0051
H 1.871 -0.657 -0.037 4.462 -0.485 -0.446 0.0020
H 1.422 1.287 1.372 0.098 -0.085 -0.463 -0.0006
H -0.210 1.223 0.614 0.560 -0.027 -0.058 0.0086
H -0.800 0.844 2.512 -3.418 3.385 0.933 0.0032
H -0.510 -0.818 2.324 -0.352 -0.370 -0.779 0.0132
H 0.965 0.070 -1.992 -1.339 -1.229 1.842 -0.0002
H -1.341 -1.672 -1.702 0.312 0.003 0.124 0.0003
H 0.209 -2.565 -1.349 -0.093 1.065 -0.302 0.0011
H -1.749 2.528 -0.353 -1.642 -1.024 4.535 0.0005
H -1.211 1.744 -1.574 -0.351 1.720 1.223 -0.0007
O -1.450 2.656 -1.178 2.097 -0.852 -5.749 -0.0018
```
Forces are in eV/Å.